{"formula": "C2H2N2S3", "method": "ωB97M-V/def2-TZVPD", "symbols": ["C", "C", "N", "N", "S", "S", "S", "H", "H"], "coordinates": [[-1.46521, -0.56215, -1.41778], [0.77259, 0.29005, 1.16406], [-0.49904, -0.30426, -0.77352], [0.16040, -0.65009, 0.36731], [-2.46149, -0.61634, -2.64887], [1.48199, -0.26160, 2.59678], [1.11746, 1.91161, 0.48609], [1.06746, 1.51170, -0.78271], [-0.17416, -1.31892, 1.00864]], "forces_ev_per_angstrom": [[-0.6, 0.2, -2.0], [2.2, 0.0, 0.3], [0.8, 0.1, 1.7], [0.3, 1.7, -0.1], [0.0, -0.3, 0.8], [-1.2, 0.9, -1.3], [-0.2, -0.8, 0.7], [-0.2, 0.0, -0.3], [-1.0, -1.8, 0.1]], "lowdin_charge": [-0.736, -1.164, -0.001, -0.087, 0.701, 0.563, 0.764, -0.138, 0.097], "e_homo_ha": -0.3287, "lumo_ev": -0.50, "de_lowest_kcal_mol": 48.8, "smiles": "S=C=NNC(=S)S", "homo_lumo_gap_ev": 8.45, "multiplicity": 1}